(1)
Formula: C5H10O3V
Source: the OMol25 dataset
Level of theory: the ωB97M-V functional and the def2-TZVPD basis

Computed properties:
Molecular weight: 169.076 g mol⁻¹
Multiplicity: 5
Electronic energy: -1365.81299 a.u.
Total charge: +1
Relative energy (zero: lowest compared OMol25 entry of this formula, charge and spin): 44.2 kcal per mole
Frontier orbital gap (spin up / spin down): 7.287 / 7.805 eV

Atoms and positions in Å:
C1 -1.26 2.37 -0.38
O1 -1.98 1.17 -0.19
C2 -1.32 -0.05 -0.52
H1 -0.93 2.68 0.62
H2 -0.38 2.25 -1.03
H3 -1.93 3.13 -0.82
H4 -1.97 -0.93 -0.41
H5 -0.75 0.03 -1.46
V1 -3.84 0.97 -0.92
O2 3.95 -1.64 0.44
C3 2.81 -1.59 0.82
C4 1.62 -1.66 -0.12
O3 0.39 -1.60 0.56
C5 -0.18 -0.33 0.69
H6 2.56 -1.49 1.90
H7 1.66 -2.63 -0.64
H8 1.72 -0.87 -0.88
H9 -0.75 -0.30 1.63
H10 0.58 0.47 0.69



(2)
Formula: C62H155N10O21Zn
Source: the OMol25 dataset
Level of theory: the ωB97M-V functional and the def2-TZVPD basis

Computed properties:
Molecular weight: 1442.361 g mol⁻¹
Multiplicity: 1
Electronic energy: -6361.26842 a.u.
Total charge: +1
Relative energy (zero: lowest compared OMol25 entry of this formula, charge and spin): 135.8 kcal per mole
Frontier orbital gap: 4.254 eV

Atoms and positions in Å:
Zn1 31.79 -27.45 -16.12
C1 29.08 -24.37 -14.65
C2 30.45 -24.58 -15.22
O1 30.64 -25.86 -15.73
H1 28.83 -25.12 -13.91
H2 28.37 -24.21 -15.46
H3 29.09 -23.39 -14.17
H4 31.12 -24.39 -14.38
H5 30.65 -23.84 -15.99
C3 22.91 -16.35 -14.43
O2 23.11 -17.66 -14.99
C4 24.36 -18.28 -14.73
C5 24.35 -19.57 -15.49
N1 23.35 -20.60 -15.13
C6 23.57 -21.28 -13.86
C7 24.97 -21.82 -13.59
O3 24.87 -22.63 -12.43
C8 26.09 -23.16 -11.96
H6 21.90 -15.99 -14.62
H7 23.61 -15.59 -14.78
H8 22.86 -16.49 -13.35
H9 24.53 -18.32 -13.66
H10 25.13 -17.63 -15.15
H11 25.35 -20.01 -15.52
H12 24.29 -19.27 -16.54
H13 22.47 -20.12 -15.00
H14 22.91 -22.12 -13.67
H15 23.32 -20.52 -13.12
H16 25.76 -21.08 -13.51
H17 25.24 -22.37 -14.49
H18 26.86 -22.48 -11.59
H19 26.58 -23.62 -12.81
H20 25.90 -23.88 -11.16
C9 25.97 -19.07 -11.27
O4 26.39 -20.24 -10.61
C10 25.87 -20.28 -9.27
C11 26.04 -21.68 -8.68
N2 27.46 -22.02 -8.68
C12 27.56 -23.42 -8.33
C13 28.92 -23.91 -8.76
O5 29.04 -24.02 -10.15
C14 30.22 -24.61 -10.61
H21 24.89 -18.95 -11.33
H22 26.31 -19.05 -12.31
H23 26.44 -18.25 -10.73
H24 24.79 -20.12 -9.33
H25 26.31 -19.56 -8.57
H26 25.43 -22.35 -9.29
H27 25.69 -21.84 -7.66
H28 27.69 -22.05 -9.66
H29 26.81 -24.09 -8.77
H30 27.32 -23.57 -7.28
H31 29.10 -24.85 -8.23
H32 29.66 -23.19 -8.42
H33 31.07 -24.19 -10.07
H34 30.37 -24.47 -11.68
H35 30.17 -25.68 -10.39
C15 27.14 -28.99 -15.16
O6 28.29 -29.70 -14.83
C16 29.27 -29.68 -15.85
C17 30.68 -30.16 -15.31
N3 31.44 -29.00 -14.82
C18 30.83 -28.34 -13.61
C19 30.68 -29.32 -12.39
O7 32.01 -29.80 -12.08
C20 32.15 -30.23 -10.74
H36 27.26 -27.94 -15.41
H37 26.35 -29.15 -14.42
H38 26.62 -29.46 -16.00
H39 29.30 -28.66 -16.22
H40 28.95 -30.27 -16.71
H41 31.23 -30.60 -16.14
H42 30.43 -30.92 -14.57
H43 32.29 -29.39 -14.45
H44 29.85 -27.87 -13.73
H45 31.55 -27.55 -13.38
H46 30.10 -30.23 -12.51
H47 30.11 -28.81 -11.62
H48 33.19 -30.50 -10.57
H49 31.44 -30.98 -10.39
H50 31.94 -29.41 -10.06
C21 28.48 -25.55 -18.59
O8 27.98 -25.40 -19.90
C22 28.52 -24.35 -20.70
C23 27.76 -24.36 -22.13
N4 28.04 -23.33 -23.10
C24 27.96 -21.92 -22.73
C25 26.59 -21.43 -22.25
O9 26.23 -21.96 -20.91
C26 24.85 -21.83 -20.58
H51 28.65 -24.61 -18.05
H52 29.37 -26.17 -18.53
H53 27.88 -26.23 -17.99
H54 29.57 -24.59 -20.91
H55 28.51 -23.38 -20.20
H56 26.68 -24.37 -22.00
H57 27.85 -25.39 -22.49
H58 28.71 -23.55 -23.82
H59 28.13 -21.36 -23.65
H60 28.81 -21.73 -22.06
H61 25.85 -21.79 -22.96
H62 26.51 -20.34 -22.17
H63 24.69 -22.16 -19.55
H64 24.30 -22.48 -21.25
H65 24.49 -20.80 -20.63
C27 36.41 -23.36 -12.16
O10 35.20 -23.13 -11.36
C28 33.95 -23.39 -11.93
C29 33.64 -24.93 -12.29
N5 33.79 -25.71 -11.03
C30 33.78 -27.15 -11.20
C31 35.04 -27.64 -11.90
O11 36.18 -27.43 -11.06
C32 37.38 -28.04 -11.51
H66 36.48 -24.42 -12.40
H67 37.38 -23.03 -11.80
H68 36.24 -22.88 -13.13
H69 33.77 -22.75 -12.79
H70 33.18 -23.00 -11.25
H71 34.30 -25.32 -13.06
H72 32.62 -25.08 -12.64
H73 34.66 -25.38 -10.63
H74 33.01 -27.40 -11.92
H75 33.59 -27.66 -10.25
H76 35.11 -27.17 -12.88
H77 34.85 -28.67 -12.21
H78 37.58 -27.58 -12.48
H79 37.32 -29.12 -11.65
H80 38.21 -27.89 -10.83
C33 35.99 -19.15 -16.36
O12 35.40 -19.60 -17.56
C34 34.01 -19.31 -17.76
C35 33.30 -20.02 -18.91
N6 33.04 -21.42 -18.55
C36 32.57 -22.24 -19.66
C37 32.64 -23.74 -19.30
O13 33.97 -24.18 -18.99
C38 34.03 -25.57 -19.03
H81 36.96 -19.64 -16.28
H82 35.47 -19.41 -15.43
H83 36.21 -18.09 -16.44
H84 33.95 -18.27 -18.08
H85 33.36 -19.32 -16.88
H86 33.98 -19.91 -19.76
H87 32.35 -19.54 -19.14
H88 33.87 -21.83 -18.15
H89 33.18 -22.08 -20.56
H90 31.53 -22.04 -19.90
H91 32.21 -24.33 -20.11
H92 32.05 -23.90 -18.39
H93 33.41 -26.04 -18.27
H94 35.10 -25.74 -18.93
H95 33.69 -25.88 -20.02
C39 26.08 -30.61 -18.28
O14 24.91 -31.01 -17.56
C40 23.67 -30.44 -17.87
C41 23.27 -29.12 -17.13
N7 23.17 -29.35 -15.67
C42 22.47 -28.27 -14.94
C43 23.20 -26.93 -15.10
O15 24.52 -27.07 -14.63
C44 25.16 -25.82 -14.41
H96 26.32 -29.55 -18.25
H97 26.06 -30.80 -19.35
H98 26.91 -31.22 -17.90
H99 22.95 -31.20 -17.57
H100 23.62 -30.28 -18.95
H101 22.27 -28.84 -17.46
H102 23.93 -28.31 -17.43
H103 24.11 -29.32 -15.30
H104 22.23 -28.41 -13.88
H105 21.46 -28.25 -15.33
H106 22.63 -26.24 -14.48
H107 23.16 -26.58 -16.13
H108 26.23 -25.85 -14.23
H109 24.77 -25.30 -13.53
H110 25.01 -25.20 -15.29
C45 33.77 -22.76 -15.57
O16 35.17 -22.38 -15.62
C46 35.97 -23.07 -16.61
C47 36.36 -24.54 -16.28
N8 37.70 -24.61 -15.62
C48 37.94 -25.99 -15.10
C49 39.23 -26.10 -14.20
O17 39.25 -25.11 -13.23
C50 40.31 -25.14 -12.26
H111 33.10 -22.04 -15.12
H112 33.62 -23.75 -15.15
H113 33.44 -22.95 -16.60
H114 36.85 -22.44 -16.74
H115 35.40 -23.09 -17.54
H116 36.36 -25.15 -17.18
H117 35.50 -24.95 -15.75
H118 37.63 -23.92 -14.88
H119 38.08 -26.62 -15.98
H120 37.10 -26.37 -14.52
H121 40.13 -25.99 -14.80
H122 39.18 -27.06 -13.69
H123 40.17 -25.76 -11.38
H124 40.42 -24.16 -11.79
H125 41.25 -25.43 -12.74
C51 30.74 -21.68 -12.80
O18 30.49 -20.46 -12.14
C52 29.99 -20.62 -10.78
C53 29.68 -19.27 -10.04
N9 30.88 -18.50 -9.76
C54 30.55 -17.15 -9.36
C55 31.72 -16.18 -9.03
O19 32.19 -15.28 -10.00
C56 32.65 -15.92 -11.20
H126 30.02 -22.40 -12.42
H127 31.52 -22.20 -12.25
H128 30.84 -21.76 -13.89
H129 30.64 -21.27 -10.20
H130 29.08 -21.21 -10.83
H131 29.13 -19.46 -9.12
H132 29.02 -18.70 -10.69
H133 31.46 -18.57 -10.58
H134 29.95 -17.28 -8.46
H135 29.98 -16.65 -10.14
H136 32.56 -16.78 -8.67
H137 31.47 -15.60 -8.14
H138 32.99 -15.17 -11.91
H139 31.97 -16.53 -11.79
H140 33.54 -16.49 -10.91
C57 27.33 -16.34 -13.80
O20 27.69 -17.67 -14.08
C58 29.10 -17.92 -14.12
C59 29.40 -19.23 -14.83
N10 29.07 -19.16 -16.24
C60 29.43 -20.33 -17.01
C61 28.56 -21.59 -16.71
O21 27.28 -21.44 -17.39
C62 26.46 -22.60 -17.18
H141 26.71 -16.00 -14.62
H142 28.17 -15.72 -13.50
H143 26.69 -16.45 -12.92
H144 29.50 -17.89 -13.11
H145 29.56 -17.09 -14.66
H146 28.79 -19.99 -14.34
H147 30.46 -19.47 -14.71
H148 28.07 -19.09 -16.32
H149 30.51 -20.50 -16.98
H150 29.24 -20.11 -18.07
H151 28.37 -21.67 -15.64
H152 29.07 -22.48 -17.08
H153 25.44 -22.27 -17.38
H154 26.53 -23.04 -16.19
H155 26.71 -23.38 -17.91